(1)
C44H47BrN10O2S2Y as an isolated structure at a distorted geometry, computed with ωB97M-V with the def2-TZVPD basis set.

Geometry (Å):
Y  7.4363  -15.1934  15.6545
C  2.8027  -19.1759  14.8422
S  2.7295  -17.4538  14.4084
C  4.2005  -16.9310  15.2322
S  4.3690  -15.2423  15.3646
N  5.1024  -17.8167  15.6108
N  6.2185  -17.3896  16.2145
C  7.0324  -18.2724  16.8198
C  8.2183  -17.8992  17.5368
C  8.7397  -18.7932  18.4680
C  9.6983  -18.3420  19.3808
C  10.1665  -17.0266  19.2931
C  9.7243  -16.2228  18.2645
N  8.7234  -16.6310  17.4622
H  1.8127  -19.5143  15.2019
H  3.5288  -19.4168  15.5527
H  2.9330  -19.7697  13.9456
H  6.7130  -19.3204  16.7490
H  8.1954  -19.7381  18.5948
H  10.0517  -19.0911  20.0775
H  10.8276  -16.6106  20.1054
H  10.1166  -15.1975  18.0762
N  9.2275  -13.7567  15.2911
C  10.3757  -13.5835  15.9861
C  10.5913  -12.4235  16.8068
C  11.6779  -12.2575  17.6055
C  12.7942  -13.0933  17.5248
C  12.7503  -14.0312  16.5131
C  11.5612  -14.3884  15.8037
C  11.7000  -15.4467  14.7923
C  12.6676  -16.4602  15.0141
C  12.8586  -17.5196  14.1191
C  12.1038  -17.6188  13.0043
C  11.1719  -16.5424  12.7259
C  10.8736  -15.5716  13.6019
H  10.0078  -14.9706  13.5272
H  8.9297  -12.8208  14.9600
H  9.7628  -11.7067  16.9544
H  11.6080  -11.4834  18.4206
H  13.6868  -12.9190  18.0859
H  13.6231  -14.6039  16.2710
H  13.2891  -16.4274  15.8811
H  13.5352  -18.3437  14.3947
H  12.1232  -18.5102  12.3220
H  10.7035  -16.5272  11.7467
Br  8.1400  -22.0936  12.7254
C  7.8229  -20.2682  12.8264
C  6.9124  -19.5409  12.0716
C  6.6055  -18.1769  12.2764
C  7.4544  -17.4200  13.0878
C  8.4378  -18.1087  13.8125
C  8.5682  -19.4626  13.7215
N  7.2210  -16.0023  13.3441
C  6.5646  -15.1828  12.5513
C  6.2581  -13.8274  12.9065
C  5.9692  -12.8404  11.9950
C  5.4003  -11.6180  12.4805
C  5.6114  -11.3207  13.8000
C  6.1627  -12.2830  14.6726
N  6.5066  -13.5006  14.2552
H  6.3997  -20.0900  11.2763
H  5.7878  -17.6537  11.7282
H  9.1702  -17.5599  14.4244
H  9.1942  -19.9576  14.4514
H  6.1896  -15.5388  11.5505
H  6.2558  -13.0271  10.9436
H  4.9436  -10.9536  11.7292
H  5.2990  -10.3965  14.2220
H  6.3722  -12.0731  15.7581
C  9.7450  -7.1308  22.7499
C  8.2457  -6.8664  22.7714
N  7.4015  -8.0372  22.6022
C  7.0435  -8.8640  23.6957
C  7.6940  -8.4974  24.9726
C  6.8500  -8.4454  21.3632
O  6.1352  -9.4479  21.3860
C  7.1724  -7.7096  20.0892
C  6.0596  -7.2095  19.3563
C  6.2602  -6.6413  18.1207
C  7.5606  -6.4222  17.5974
N  8.5894  -6.9047  18.2795
C  8.4206  -7.4439  19.4876
H  9.9128  -8.1306  22.3694
H  10.1709  -7.0012  23.7243
H  10.1687  -6.4800  21.9082
H  7.9970  -6.1317  21.9331
H  7.8216  -6.3264  23.6759
H  7.3236  -9.8743  23.4008
H  5.9361  -8.9342  23.8976
H  8.7813  -8.4485  25.0458
H  7.5254  -9.3156  25.6737
H  7.3546  -7.5341  25.4148
H  5.0690  -7.2388  19.8708
H  5.4362  -6.3650  17.4886
H  7.7328  -5.8574  16.7439
H  9.2994  -7.9386  19.8650
C  5.8795  -11.6489  19.0847
N  5.0294  -12.8768  19.0530
C  5.5315  -13.9863  18.4406
N  5.2214  -15.2392  18.8624
O  6.3160  -13.8436  17.4530
H  6.6703  -11.6459  19.8749
H  5.1631  -10.8683  19.4698
H  6.3997  -11.3650  18.1462
H  4.4446  -12.9207  19.8782
H  4.3939  -15.0865  19.3793
H  5.0833  -15.9113  18.0898

Cartesian forces, eV/Å:
Y -0.5 0.5 1.2
C -2.5 -1.1 -1.3
S 1.0 0.2 0.9
C 0.8 0.6 -0.2
S 0.4 0.1 0.1
N -0.6 -1.5 0.0
N 2.7 0.0 1.6
C -3.5 1.0 -2.6
C 1.1 1.2 1.3
C -0.6 0.2 0.3
C -0.3 -0.2 -0.9
C 0.9 -0.3 1.6
C -0.9 0.4 -0.5
N -0.3 0.0 -1.2
H 0.4 0.4 0.1
H 1.1 -0.1 0.9
H 0.4 -0.1 -0.2
H 0.3 0.2 0.3
H 0.7 0.2 -0.1
H 0.1 0.5 0.4
H -0.5 -0.6 -1.3
H -0.3 -0.9 0.3
N -2.3 -0.1 -0.5
C 3.4 1.1 0.4
C -1.8 -0.7 -0.1
C 0.6 0.8 2.0
C -0.7 0.2 -1.1
C -1.1 -0.7 0.2
C -0.1 1.4 0.5
C -0.3 -1.8 -0.5
C -0.8 0.8 -1.0
C 0.4 -0.8 1.3
C -1.7 0.8 -2.0
C 1.0 -2.5 -1.4
C 1.7 0.4 2.7
H -0.3 0.9 -0.5
H -0.1 -0.8 0.4
H 0.3 -0.5 -0.3
H 0.3 -0.6 -1.1
H 0.3 0.1 0.3
H 0.4 0.0 0.0
H 0.1 0.0 0.5
H -0.2 0.6 -0.1
H 0.2 1.1 0.7
H -0.4 -0.3 0.2
Br -0.1 -0.2 -0.2
C 0.4 2.9 0.8
C -1.1 -0.6 -1.0
C 0.7 0.2 -0.6
C -1.0 0.4 -0.2
C 0.1 1.4 0.1
C -0.1 -1.7 0.3
N -0.8 0.7 -0.7
C 1.1 -3.2 -0.5
C 1.6 1.6 2.4
C -0.7 0.1 -0.2
C 1.4 -0.7 -1.3
C -0.6 -0.6 0.5
C 0.9 -0.4 0.2
N -1.5 0.7 -1.5
H -0.2 0.3 0.4
H 0.7 -0.9 0.4
H -0.5 -0.2 -0.1
H 0.5 0.0 -0.2
H 0.5 0.4 0.9
H -1.1 0.1 0.5
H 0.4 -0.1 0.7
H -0.3 0.6 0.2
H -0.3 -0.1 -1.3
C -0.2 0.8 -1.9
C -1.8 1.9 -0.5
N -0.8 0.6 -3.4
C -0.8 -1.2 0.5
C 0.7 0.5 2.1
C 1.2 -0.3 2.4
O 0.1 0.7 -0.9
C -0.6 1.5 -1.0
C 0.1 -0.5 1.4
C 0.5 0.6 -1.1
C -1.4 -1.9 3.3
N 0.6 0.9 0.0
C -0.8 -1.8 -0.2
H 0.1 -0.4 0.3
H 0.7 0.2 0.2
H -0.1 -0.6 1.7
H 0.2 -1.1 1.0
H 1.1 -0.6 -0.8
H 0.0 -0.3 0.2
H 0.9 0.4 -0.6
H 0.2 0.1 -0.9
H -0.6 0.2 0.2
H -0.1 -0.8 -0.2
H 0.7 -0.2 -0.9
H -0.4 0.3 0.1
H 0.3 0.6 -1.6
H 0.4 0.2 0.5
C -0.7 1.2 1.1
N 1.6 0.1 -0.3
C 1.6 0.6 -1.9
N -0.5 0.4 -0.5
O 0.0 -0.3 0.6
H -0.6 -0.6 -0.5
H 1.0 -0.4 -0.9
H -0.9 -0.4 0.4
H 0.1 -0.5 -0.2
H -1.2 -1.0 1.1
H 0.2 0.6 0.4

Computed properties:
- E_HOMO (eV) = -9.106
- gap between HOMO and LUMO (eV) = 5.3001
- electronic energy (eV) = -158138.83839
- charge = +1

---

(2)
C44H48N5O5PPbS2Te as an isolated structure, computed with ωB97M-V with the def2-TZVPD basis set.

Geometry (Å):
Pb  0.2402  -0.7204  -0.3237
O  -1.0203  3.6876  0.8988
S  -0.0890  2.7800  0.3149
O  1.0050  3.3906  -0.4979
O  -0.7190  1.6274  -0.3385
O  0.8635  2.1512  1.4688
N  -2.2632  -2.7228  -2.1091
P  -2.4813  -1.2002  -1.3792
C  -3.7961  -0.4887  -2.4069
C  -4.7674  0.3364  -1.8432
C  -5.7325  0.9217  -2.6473
C  -5.7363  0.6906  -4.0160
C  -4.7633  -0.1182  -4.5843
C  -3.7900  -0.7002  -3.7849
C  -3.2927  -1.5212  0.2056
C  -4.0297  -2.6724  0.4742
C  -4.6690  -2.8166  1.6944
C  -4.5777  -1.8126  2.6529
C  -3.8283  -0.6738  2.4014
C  -3.1778  -0.5309  1.1805
C  -1.0388  -3.2700  -2.4693
C  -1.0069  -4.4073  -3.2858
C  0.2108  -4.9315  -3.6428
C  1.3842  -4.3238  -3.1981
C  1.2589  -3.2121  -2.4047
N  0.0770  -2.6943  -2.0314
H  -3.0622  -3.1618  -2.5452
H  -4.7801  0.5204  -0.7765
H  -6.4850  1.5583  -2.2013
H  -6.4947  1.1453  -4.6393
H  -4.7557  -0.2922  -5.6521
H  -3.0178  -1.3064  -4.2437
H  -4.1113  -3.4553  -0.2700
H  -5.2476  -3.7082  1.8995
H  -5.0916  -1.9254  3.5982
H  -3.7538  0.1084  3.1457
H  -2.5999  0.3675  0.9797
H  -1.9312  -4.8523  -3.6303
H  0.2549  -5.8098  -4.2738
H  2.3597  -4.7019  -3.4644
H  2.1368  -2.6888  -2.0427
C  2.9565  1.8038  -2.5783
C  2.1907  0.8322  -1.7357
O  1.3927  0.0254  -2.2963
N  2.3282  0.7149  -0.4155
Te  2.7611  2.3432  0.8419
C  3.3952  4.1463  2.0001
C  2.6393  5.2737  2.3079
C  1.1775  5.4343  2.0069
C  3.2866  6.3072  2.9848
C  4.6278  6.2531  3.3320
C  5.2921  7.3879  4.0618
C  5.3482  5.1275  2.9569
C  4.7647  4.0687  2.2696
C  5.6896  2.9400  1.8639
C  3.2097  0.9663  2.4068
C  2.7005  1.1561  3.7023
C  2.0962  2.4345  4.2334
C  2.8479  0.1119  4.6137
C  3.4862  -1.0810  4.2914
C  3.6427  -2.1863  5.3017
C  4.0227  -1.2062  3.0209
C  3.9180  -0.1943  2.0719
C  4.6709  -0.4279  0.7817
H  2.6142  1.7333  -3.6064
H  4.0201  1.5660  -2.5264
H  2.8141  2.8264  -2.2235
H  0.9910  5.5081  0.9362
H  0.8010  6.3379  2.4819
H  0.5887  4.5989  2.3787
H  2.7042  7.1818  3.2526
H  4.5698  8.1517  4.3441
H  6.0538  7.8582  3.4380
H  5.7868  7.0355  4.9677
H  6.4085  5.0723  3.1819
H  6.7041  3.3262  1.7814
H  5.4676  2.5007  0.8871
H  5.6909  2.1293  2.5936
H  1.4413  2.9462  3.5353
H  2.8901  3.1322  4.5100
H  1.5178  2.2164  5.1301
H  2.4643  0.2524  5.6194
H  2.8911  -2.1188  6.0890
H  4.6205  -2.1343  5.7840
H  3.5655  -3.1656  4.8282
H  4.5609  -2.1095  2.7531
H  5.6919  -0.7244  1.0268
H  4.7313  0.4394  0.1288
H  4.2160  -1.2308  0.2015
N  0.1559  -2.1705  3.8388
C  -0.1759  -3.1198  2.9565
S  0.6993  -3.2810  1.5152
N  -1.1951  -3.9579  3.2272
C  -1.9862  -4.1308  4.3917
C  -2.4299  -5.4262  4.6468
C  -3.2228  -5.6928  5.7479
C  -3.5854  -4.6703  6.6159
C  -3.1653  -3.3787  6.3492
C  -2.3788  -3.0985  5.2373
H  0.9807  -1.6270  3.6315
H  -0.2015  -2.1570  4.7778
H  -1.2592  -4.6955  2.5408
H  -2.1375  -6.2303  3.9818
H  -3.5523  -6.7067  5.9319
H  -4.1981  -4.8784  7.4820
H  -3.4666  -2.5656  6.9966
H  -2.1683  -2.0626  5.0159

Cartesian forces, eV/Å:
Pb -0.1 0.1 0.0
O 0.1 -0.2 0.1
S 0.6 0.1 -0.5
O -0.6 0.0 0.0
O 0.2 0.1 0.1
O 0.2 0.2 -0.1
N 0.0 0.0 0.0
P 0.2 0.1 -0.2
C 0.0 0.0 0.0
C 0.0 0.0 0.0
C 0.0 0.0 0.0
C 0.0 0.0 0.0
C 0.0 0.0 0.0
C 0.0 0.1 0.0
C -0.1 0.0 0.1
C 0.0 0.0 0.0
C 0.0 0.0 0.0
C 0.0 0.0 0.0
C 0.0 0.0 -0.1
C 0.0 0.0 0.1
C 0.0 0.0 0.0
C 0.0 0.0 0.0
C 0.1 -0.1 0.0
C -0.1 0.0 0.0
C 0.0 0.1 0.1
N 0.0 0.0 0.1
H 0.0 0.0 0.0
H 0.0 0.0 0.0
H 0.0 0.0 0.0
H 0.0 0.0 0.0
H 0.0 0.0 0.0
H 0.0 0.0 0.0
H 0.0 0.0 0.0
H 0.0 0.0 0.0
H 0.0 0.0 0.0
H 0.0 0.0 0.0
H 0.0 0.0 0.0
H 0.0 0.0 0.0
H 0.0 0.0 0.0
H 0.0 0.0 0.0
H 0.0 0.0 0.0
C 0.1 0.1 0.0
C 0.0 0.1 0.4
O -0.1 -0.2 0.0
N -0.3 0.0 -0.4
Te -0.2 -0.2 0.7
C 0.0 -0.2 -0.3
C -0.1 0.1 0.2
C 0.1 0.0 0.0
C -0.1 0.0 0.0
C 0.0 0.0 0.0
C 0.0 0.0 0.0
C 0.1 0.0 0.0
C 0.2 0.1 -0.1
C 0.0 0.0 0.0
C 0.0 0.1 -0.3
C 0.0 0.0 0.1
C 0.0 0.0 0.0
C 0.0 0.0 0.0
C 0.0 0.0 0.1
C 0.0 0.0 0.0
C 0.0 0.0 0.0
C 0.1 -0.1 0.0
C 0.1 0.1 0.0
H 0.0 0.0 0.0
H 0.0 0.0 0.0
H 0.0 -0.1 0.0
H 0.0 0.0 0.0
H 0.0 0.0 0.0
H 0.0 0.0 0.0
H 0.0 0.0 0.0
H 0.0 0.0 0.0
H 0.0 0.0 0.0
H 0.0 0.0 0.0
H 0.0 0.0 0.0
H 0.0 0.0 0.0
H -0.1 0.0 0.0
H 0.0 0.0 0.0
H 0.0 -0.1 0.0
H 0.0 0.0 0.0
H 0.0 0.0 0.0
H 0.0 0.0 0.0
H 0.0 0.0 0.0
H 0.0 0.0 0.0
H 0.0 0.0 0.0
H 0.0 0.0 0.0
H 0.0 0.0 0.0
H 0.0 0.0 0.1
H 0.0 0.0 0.0
N 0.1 0.1 0.0
C 0.1 0.2 0.1
S -0.1 -0.3 0.0
N 0.1 0.0 -0.1
C 0.0 0.0 0.0
C 0.1 0.0 0.1
C 0.0 0.0 0.0
C 0.0 0.0 0.0
C 0.0 0.0 0.0
C -0.1 0.1 0.0
H 0.0 0.0 0.1
H -0.1 0.0 0.1
H -0.1 0.0 0.0
H 0.0 0.0 0.0
H 0.0 0.0 0.0
H 0.0 0.0 0.0
H 0.0 0.0 0.0
H 0.1 0.0 -0.1

Computed properties:
- E_HOMO (spin up / spin down) (eV) = -10.010 / -10.211
- multiplicity = 2
- gap between HOMO and LUMO (spin up / spin down) (eV) = 7.7089 / 6.0602
- electronic energy (eV) = -107591.01245
- charge = +1